(1)
C7H15NO2 | ωB97M-V with the def2-TZVPD basis set

Structure (XYZ):
```
25
C7H15NO2 (ωB97M-V with the def2-TZVPD basis set)
C -1.959 0.400 0.947
C -0.519 -1.454 1.536
C -0.523 0.827 -2.427
N -0.575 -0.031 1.181
C 0.353 0.006 -1.538
C 0.683 -1.260 -1.796
H 0.516 -1.741 1.726
H -2.411 -0.179 0.138
H -2.564 0.274 1.848
H -1.952 1.452 0.653
H -0.905 -2.071 0.721
H -1.102 -1.650 2.438
H -0.326 1.897 -2.319
H -0.350 0.572 -3.479
H -1.579 0.653 -2.196
H 0.288 -1.764 -2.676
H 1.313 -1.864 -1.153
C 2.261 0.314 0.346
C 0.942 0.835 -0.181
O -0.252 0.635 2.613
O 0.756 2.053 -0.191
H 0.143 1.485 2.345
H 3.071 0.611 -0.320
H 2.437 0.769 1.326
H 2.254 -0.769 0.458
```

Calculated values
HOMO energy: -9.01 eV
Charge: 0
SMILES: C=C(C)C(C)=O.CN(C)O
ΔE to the lowest compared entry with this formula, charge and spin: 99.81 kcal/mol

These are the natural (NBO) partial charges, in e, on atoms 1 to 8:
1. C -0.44
2. C -0.44
3. C -0.67
4. N -0.11
5. C -0.04
6. C -0.43
7. H 0.21
8. H 0.21

---

(2)
C36H45BaCl2N11O2S | ωB97M-V with the def2-TZVPD basis set

Structure (XYZ):
```
98
C36H45BaCl2N11O2S (ωB97M-V with the def2-TZVPD basis set)
Ba 0.837 -0.190 0.400
C -0.990 3.298 0.539
C -0.891 2.946 -0.979
N -1.300 1.559 -1.154
C -2.672 1.299 -0.690
C -2.810 -0.054 0.008
N -1.989 -0.025 1.220
C -2.474 0.925 2.229
C -1.419 1.957 2.577
N -0.483 2.220 1.470
H -0.329 4.185 0.693
H -2.016 3.642 0.742
H -1.620 3.609 -1.462
H 0.146 3.008 -1.368
H -1.312 1.361 -2.165
H -3.012 2.068 0.010
H -3.372 1.226 -1.581
H -3.858 -0.220 0.266
H -2.476 -0.842 -0.697
H -1.935 -0.987 1.556
H -3.371 1.479 1.909
H -2.758 0.348 3.146
H -1.942 2.929 2.809
H -0.828 1.657 3.446
H 0.360 2.600 1.873
N 2.086 0.577 3.095
C 2.699 1.841 3.201
C 3.014 2.419 4.436
C 3.852 3.550 4.453
C 4.392 4.109 3.331
C 3.991 3.668 2.066
C 4.338 4.203 0.787
C 4.038 3.518 -0.386
C 3.241 2.400 -0.319
N 2.757 1.871 0.816
C 3.125 2.459 1.999
H 1.843 0.172 4.010
H 2.710 -0.108 2.610
H 2.722 1.950 5.400
H 4.151 3.942 5.419
H 5.077 4.989 3.371
H 4.892 5.140 0.661
H 4.328 3.954 -1.338
H 2.893 1.890 -1.218
N 3.232 -1.344 1.478
C 4.294 -1.466 1.007
N 5.349 -1.558 0.300
C 5.407 -0.955 -0.888
N 5.457 -0.589 -2.003
N -2.491 0.021 -9.307
C -3.100 -0.472 -8.146
O -3.986 -1.328 -8.197
C -2.737 0.128 -6.826
C -3.029 -0.607 -5.632
C -2.762 -0.058 -4.379
N -2.149 1.102 -4.224
C -1.934 1.848 -5.336
C -2.155 1.383 -6.637
H -2.830 -0.515 -10.108
H -1.475 0.070 -9.361
H -3.496 -1.597 -5.759
H -3.024 -0.661 -3.505
H -1.664 2.899 -5.148
H -1.910 2.129 -7.411
C 0.202 -2.662 3.625
C -0.605 -2.034 4.504
C 0.022 -1.294 5.653
C -0.773 -0.643 6.580
C -2.144 -0.731 6.553
C -2.789 -1.470 5.528
C -2.033 -2.028 4.511
C -2.927 -0.081 7.580
N -3.524 0.434 8.439
H -0.141 -3.095 2.688
H 1.272 -2.673 3.880
H 1.109 -1.372 5.729
H -0.317 -0.001 7.357
H -3.854 -1.615 5.564
H -2.466 -2.523 3.649
Cl 3.530 1.168 -4.581
C 3.139 -0.438 -4.016
Cl 1.526 -0.419 -3.013
H 3.939 -0.777 -3.317
H 3.014 -1.155 -4.843
O -0.308 -2.474 0.127
S 0.379 -3.475 -0.763
C -0.146 -5.063 -0.018
C 0.060 -5.985 -1.214
C -0.766 -5.369 -2.392
C -0.564 -3.833 -2.367
H -1.221 -5.000 0.268
H 0.507 -5.256 0.857
H -0.261 -6.985 -0.986
H 1.135 -6.001 -1.481
H -1.822 -5.669 -2.198
H -0.521 -5.696 -3.412
H -1.469 -3.201 -2.474
H 0.193 -3.556 -3.127
```

Calculated values
HOMO energy: -4.83 eV
Charge: 0
ΔE to the lowest compared entry with this formula, charge and spin: 12.26 kcal/mol

These are the Löwdin partial charges, in e, on atoms 1 to 8:
1. Ba 1.67
2. C -0.18
3. C -0.21
4. N -0.13
5. C -0.22
6. C -0.22
7. N -0.15
8. C -0.19

---

(3)
C6H15Cl2NO2PW | ωB97M-V with the def2-TZVPD basis set

Structure (XYZ):
```
28
C6H15Cl2NO2PW (ωB97M-V with the def2-TZVPD basis set)
C -3.640 2.468 0.152
C -2.458 2.551 0.977
H -4.199 3.418 0.175
H -4.258 1.616 0.505
H -3.297 2.259 -0.877
O -1.722 2.822 1.835
Cl -2.121 -1.494 -0.673
W -0.329 -1.141 0.627
P 1.337 -0.511 -0.897
C 2.908 0.238 -0.439
C 1.808 -1.998 -1.830
H -0.387 0.219 -2.409
H 1.253 0.636 -3.010
H 0.507 1.599 -1.694
C 0.600 0.597 -2.124
H 0.919 -2.592 -2.067
H 2.284 -1.669 -2.765
H 3.499 0.440 -1.340
H 3.479 -0.435 0.205
H 2.507 -2.610 -1.246
H 2.762 1.177 0.101
C 0.510 0.357 1.599
O 1.065 1.225 2.174
Cl 1.366 -2.627 1.402
N -1.035 -1.581 2.643
H -0.367 -1.197 3.321
H -1.044 -2.583 2.811
H -1.947 -1.183 2.844
```

Calculated values
HOMO energy (alpha / beta): -20.41 / -21.59 eV
Charge: +3
ΔE to the lowest compared entry with this formula, charge and spin: 0.00 kcal/mol
Multiplicity: 3
<S²>: 2.014

These are the natural (NBO) partial charges, in e, on atoms 1 to 8:
1. C -0.82
2. C 0.96
3. H 0.39
4. H 0.35
5. H 0.34
6. O -0.22
7. Cl -0.10
8. W 0.96

---

(4)
C21H14Cl3NO2PtS | ωB97M-V with the def2-TZVPD basis set

Structure (XYZ):
```
43
C21H14Cl3NO2PtS (ωB97M-V with the def2-TZVPD basis set)
Pt 0.397 -0.076 0.562
Cl 5.645 4.659 -0.696
C 4.655 3.311 -0.283
C 5.248 2.059 -0.195
C 4.432 1.000 0.179
Cl 5.117 -0.573 0.322
C 3.061 1.157 0.496
O 2.415 0.163 0.992
C 2.444 2.471 0.281
C 1.058 2.727 0.402
O 0.097 1.899 0.676
C 3.295 3.525 -0.069
H 6.297 1.910 -0.400
H 0.745 3.763 0.272
H 2.879 4.516 -0.195
Cl -2.294 -1.330 2.498
C -2.456 -2.247 1.024
C -2.992 -3.520 1.123
C -3.125 -4.304 -0.013
C -2.712 -3.804 -1.236
C -2.181 -2.524 -1.319
C -2.040 -1.698 -0.201
C -1.447 -0.334 -0.352
H -3.302 -3.895 2.090
H -3.549 -5.297 0.062
H -2.806 -4.407 -2.131
H -1.850 -2.143 -2.279
H -2.072 0.414 0.141
H -1.353 -0.078 -1.406
S 1.051 -4.488 1.334
C 0.683 -2.838 1.599
N 0.765 -2.074 0.562
C 1.149 -2.786 -0.576
C 1.331 -2.260 -1.854
C 1.694 -3.119 -2.868
C 1.880 -4.487 -2.628
C 1.712 -5.016 -1.366
C 1.345 -4.146 -0.341
H 0.395 -2.481 2.579
H 1.188 -1.200 -2.016
H 1.835 -2.734 -3.870
H 2.158 -5.142 -3.445
H 1.860 -6.070 -1.169
```

Calculated values
HOMO energy (alpha / beta): -5.89 / -8.14 eV
Charge: 0
Multiplicity: 3
<S²>: 2.019

These are the natural (NBO) partial charges, in e, on atoms 1 to 8:
1. Pt 0.79
2. Cl 0.05
3. C 0.06
4. C -0.37
5. C -0.02
6. Cl 0.05
7. C 0.36
8. O -0.58

---

(5)
C4H8N2O | ωB97M-V with the def2-TZVPD basis set

Structure (XYZ):
```
15
C4H8N2O (ωB97M-V with the def2-TZVPD basis set)
C -0.325 -0.330 -0.801
C -1.023 0.040 -1.975
O -1.244 -0.170 0.567
H -2.179 -0.318 0.314
H -0.023 -1.384 -0.784
H -1.024 -0.589 -2.856
H -1.295 1.075 -2.138
C 0.003 0.299 1.931
C 0.905 0.558 -0.524
N 0.614 -0.246 2.845
N 2.116 0.169 -0.402
H 1.087 -1.127 2.626
H 2.177 -0.854 -0.395
H -0.492 1.244 2.157
H 0.704 1.634 -0.566
```

Calculated values
HOMO energy (alpha / beta): -8.91 / -6.74 eV
Charge: 0
ΔE to the lowest compared entry with this formula, charge and spin: 178.92 kcal/mol

These are the natural (NBO) partial charges, in e, on atoms 1 to 8:
1. C -0.06
2. C -0.35
3. O -0.74
4. H 0.48
5. H 0.20
6. H 0.20
7. H 0.19
8. C 0.24

---

(6)
C20H42N3O6P2W | ωB97M-V with the def2-TZVPD basis set

Structure (XYZ):
```
74
C20H42N3O6P2W (ωB97M-V with the def2-TZVPD basis set)
W 0.206 -0.081 -0.222
C 0.193 3.102 2.425
C 0.638 1.964 1.575
C 0.906 0.712 2.165
C 0.519 0.509 3.601
C 1.801 -0.218 1.514
C 2.398 -1.290 2.399
C 2.555 0.253 0.363
C 3.992 -0.152 0.138
C 2.106 1.417 -0.339
C 3.051 2.085 -1.310
C 1.003 2.166 0.198
C 0.566 3.455 -0.446
H -0.874 3.057 2.636
H 0.396 4.055 1.955
H 0.710 3.064 3.382
H 1.306 0.919 4.238
H 0.406 -0.534 3.873
H -0.404 1.034 3.832
H 1.642 -1.836 2.957
H 3.050 -0.806 3.131
H 3.006 -2.015 1.868
H 4.620 0.634 0.567
H 4.264 -0.218 -0.912
H 4.283 -1.074 0.624
H 3.487 1.411 -2.044
H 3.886 2.486 -0.728
H 2.610 2.928 -1.832
H 1.182 4.284 -0.089
H -0.468 3.672 -0.186
H 0.648 3.434 -1.528
N -4.495 -0.560 -0.509
C -3.651 -0.197 0.663
C -4.537 -0.088 1.884
P -2.669 1.369 0.432
O -3.733 2.181 -0.436
O -2.286 1.940 1.720
O -1.455 1.119 -0.502
P -2.372 -1.523 0.900
O -1.402 -0.877 2.021
O -2.935 -2.826 1.203
O -1.461 -1.385 -0.332
H -5.158 0.203 -0.736
H -5.030 -1.413 -0.267
H -3.922 -0.756 -1.341
H -5.419 0.525 1.693
H -3.998 0.387 2.702
H -4.856 -1.079 2.208
H -3.845 3.101 -0.187
H -1.700 -1.049 2.924
C 0.327 0.981 -3.139
N -0.168 -0.252 -2.500
C -1.577 -0.393 -2.940
C 0.573 -1.420 -3.033
C 0.395 -2.609 -2.099
N 1.045 -2.323 -0.791
C 2.489 -2.603 -0.988
C 0.582 -3.346 0.188
H 0.222 0.929 -4.228
H 1.380 1.143 -2.915
H -0.273 1.821 -2.789
H -1.635 -0.358 -4.033
H -2.159 0.439 -2.541
H -1.985 -1.346 -2.603
H 1.634 -1.166 -3.129
H 0.219 -1.686 -4.035
H 0.831 -3.506 -2.555
H -0.662 -2.824 -1.919
H 2.620 -3.595 -1.430
H 3.011 -2.620 -0.039
H 2.963 -1.882 -1.650
H 0.785 -4.354 -0.189
H -0.492 -3.287 0.375
H 1.109 -3.229 1.134
```

Calculated values
HOMO energy (alpha / beta): -18.55 / -18.96 eV
Charge: +3
ΔE to the lowest compared entry with this formula, charge and spin: 35.25 kcal/mol
Multiplicity: 3
<S²>: 2.019

These are the Löwdin partial charges, in e, on atoms 1 to 8:
1. W 1.87
2. C 0.02
3. C -0.16
4. C -0.21
5. C 0.00
6. C -0.26
7. C 0.00
8. C -0.24